Record 1
Molecular formula: C40H49Br66Cl2FO4S2
Method: DFT, wB97M-V/def2-TZVPD

The LUMO energy comes out at -0.38 eV. As for the spin multiplicity: 1. The strongest force on any atom is 0.08083 Eh/bohr. As for the HOMO energy: -8.500 eV. The calculation puts the orbital gap at 8.123 eV.

Geometry as XYZ:
```
164
Properties=species:S:1:pos:R:3:lowdin_charge:R:1
C 4.121 1.031 2.297 0.0545
C 3.009 1.463 2.226 -0.2208
C 1.758 2.219 1.960 -0.1681
C 0.706 1.148 1.448 -0.3948
O -0.555 1.765 1.168 -0.0248
C 0.389 0.116 2.596 -0.0704
C -0.930 0.364 3.305 -0.1989
F -0.926 1.592 3.960 -0.1106
C 1.113 0.463 0.124 -0.2721
C 1.982 -0.802 0.238 -0.4372
S 1.327 -2.105 -0.894 0.8732
C 2.132 -1.598 -2.464 -0.5447
C 1.110 -1.471 -3.608 -0.1631
S 1.912 1.754 -0.878 0.6320
O 1.279 1.622 -2.165 -0.3203
O 3.327 1.552 -1.045 -0.3396
O 1.430 3.150 -0.297 -0.2573
C 1.929 3.477 1.063 -0.3035
C 0.940 4.596 1.489 -0.5313
Cl -0.218 5.190 0.308 0.7707
C 0.820 5.169 2.694 -0.6955
C -0.174 6.292 2.979 -0.1989
Cl 1.772 4.728 4.089 0.7379
C 3.382 4.001 0.791 -0.2545
C 3.955 5.007 1.812 -0.0959
C 3.536 4.714 -0.612 -0.2225
C 2.743 6.025 -0.769 -0.0989
H 5.095 0.722 2.603 0.0315
H 1.357 2.432 2.959 0.0947
H -0.668 2.551 1.717 0.0855
H 1.162 0.105 3.371 0.0854
H 0.312 -0.904 2.203 0.1236
H -0.990 -0.385 4.109 0.1290
H -1.822 0.216 2.699 0.0573
H 0.187 0.206 -0.393 0.1236
H 2.000 -1.269 1.220 0.0647
H 3.018 -0.670 -0.079 0.0599
H 2.862 -2.370 -2.712 0.0458
H 2.650 -0.650 -2.331 -0.0129
H 1.442 -0.756 -4.365 0.0469
H 1.040 -2.445 -4.099 0.0461
H 0.145 -1.148 -3.214 0.0601
H 0.207 7.254 2.629 0.0923
H -0.258 6.379 4.067 0.0349
H -1.175 6.066 2.621 0.0125
H 4.122 3.201 0.719 0.1211
H 4.185 4.467 2.737 0.0413
H 3.321 5.867 2.018 0.0599
H 4.925 5.355 1.443 0.0849
H 3.431 4.024 -1.447 0.0767
H 4.592 5.016 -0.619 0.0095
H 2.422 6.477 0.170 0.0592
H 3.373 6.770 -1.271 0.0547
H 1.873 5.871 -1.412 0.0536
C -3.555 3.846 5.705 -1.6076
Br -2.204 4.274 4.408 0.7116
Br -2.780 3.191 7.340 0.5636
Br -4.750 5.325 6.022 0.5759
H -4.145 3.040 5.289 -0.0549
C 4.397 6.988 6.655 -1.6550
Br 5.286 6.464 5.030 0.5775
Br 5.646 7.597 7.989 0.5744
Br 3.014 8.287 6.322 0.5693
H 3.915 6.105 7.050 -0.0734
C 5.322 0.402 -4.098 -1.5442
Br 3.957 1.764 -4.143 0.6219
Br 5.357 -0.532 -2.402 0.6287
Br 5.162 -0.818 -5.583 0.5759
H 6.274 0.902 -4.199 -0.0259
C -3.693 4.745 -1.884 -1.5953
Br -2.476 3.344 -1.368 0.5389
Br -5.218 4.056 -2.847 0.5473
Br -4.226 5.812 -0.367 0.5748
H -3.158 5.399 -2.560 -0.0359
C -6.197 -0.002 -2.810 -1.6037
Br -5.290 -0.247 -4.488 0.5446
Br -4.989 0.581 -1.435 0.5247
Br -7.716 1.177 -2.999 0.5547
H -6.578 -0.965 -2.497 -0.0499
C -4.999 -1.493 2.117 -1.6042
Br -3.538 -1.607 0.855 0.5737
Br -4.867 0.053 3.255 0.5657
Br -6.728 -1.535 1.261 0.5427
H -4.938 -2.359 2.760 -0.0982
C -5.282 -4.382 -5.821 -1.6002
Br -6.150 -3.841 -4.188 0.5259
Br -5.168 -2.943 -7.105 0.5712
Br -3.539 -5.130 -5.501 0.5457
H -5.901 -5.152 -6.261 -0.0491
C -0.912 -8.282 -4.485 -1.6203
Br -0.382 -6.687 -5.415 0.4969
Br -1.402 -7.892 -2.661 0.5766
Br -2.304 -9.228 -5.424 0.5658
H -0.050 -8.934 -4.452 -0.0480
C -10.269 -3.942 -4.866 -1.6216
Br -8.944 -4.676 -6.058 0.5697
Br -9.654 -2.317 -4.027 0.5546
Br -11.958 -3.686 -5.754 0.5833
H -10.428 -4.667 -4.081 -0.0281
C -8.242 1.755 5.020 -1.6145
Br -7.263 2.881 3.799 0.5587
Br -7.074 0.720 6.160 0.5275
Br -9.521 2.762 6.047 0.5863
H -8.799 1.051 4.418 -0.0277
C -1.377 2.307 -5.070 -1.5918
Br -0.112 1.503 -6.275 0.5458
Br -0.669 3.873 -4.201 0.5723
Br -3.037 2.702 -5.971 0.5540
H -1.597 1.582 -4.297 -0.0271
C 4.354 1.362 6.543 -1.5709
Br 3.199 1.273 5.002 0.7293
Br 6.189 1.012 6.075 0.5664
Br 4.142 3.046 7.445 0.5983
H 4.051 0.583 7.231 -0.0268
C -1.416 -2.933 -8.432 -1.6153
Br -0.100 -3.704 -9.611 0.5832
Br -0.907 -3.108 -6.589 0.5465
Br -1.797 -1.101 -8.889 0.5391
H -2.333 -3.492 -8.567 -0.0515
C -6.920 -4.998 3.643 -1.6037
Br -8.119 -4.918 2.137 0.5513
Br -5.158 -5.572 3.117 0.5924
Br -6.867 -3.330 4.613 0.5904
H -7.311 -5.744 4.321 -0.0303
C -8.183 -9.626 -1.470 -1.6511
Br -7.289 -11.243 -0.926 0.5690
Br -9.882 -9.994 -2.301 0.5637
Br -8.361 -8.382 -0.008 0.5471
H -7.561 -9.153 -2.215 -0.0334
C 6.020 6.595 -3.534 -1.6191
Br 7.555 6.991 -4.629 0.5776
Br 5.066 5.052 -4.169 0.5763
Br 6.504 6.413 -1.671 0.6335
H 5.350 7.440 -3.608 -0.0289
C 6.247 -2.918 5.411 -1.6270
Br 5.194 -1.789 4.259 0.5584
Br 5.560 -2.930 7.210 0.5531
Br 6.424 -4.699 4.702 0.5782
H 7.240 -2.492 5.453 -0.0274
C 7.122 -4.339 -2.593 -1.6254
Br 8.031 -2.960 -3.585 0.5515
Br 6.623 -3.747 -0.826 0.5485
Br 5.608 -5.030 -3.564 0.5631
H 7.820 -5.153 -2.468 -0.0340
C 1.421 2.833 -10.344 -1.6261
Br 2.860 2.237 -11.479 0.5700
Br 0.361 1.356 -9.703 0.5087
Br 2.062 3.927 -8.893 0.5677
H 0.774 3.451 -10.949 -0.0308
C -3.129 0.657 10.807 -1.6366
Br -4.280 0.651 9.263 0.5248
Br -1.307 0.245 10.331 0.5655
Br -3.255 2.315 11.777 0.5742
H -3.472 -0.127 11.466 -0.0321
C 8.480 -5.381 9.602 -1.6368
Br 9.393 -4.549 8.122 0.5561
Br 7.373 -4.122 10.552 0.5530
Br 7.477 -6.926 9.042 0.5692
H 9.237 -5.724 10.292 -0.0324
C 2.701 -8.873 -7.363 -1.6238
Br 3.203 -8.993 -5.504 0.5675
Br 1.436 -10.244 -7.846 0.5733
Br 2.045 -7.120 -7.802 0.5380
H 3.594 -9.039 -7.948 -0.0308
```

=====

Record 2
Molecular formula: C40H50BrF3N7O6P2
Method: DFT, wB97M-V/def2-TZVPD

The LUMO energy comes out at -2.45 eV. As for the spin multiplicity: 1. The strongest force on any atom is 0.03772 Eh/bohr. As for the HOMO energy: -10.788 eV. Its net charge is +1. The calculation puts the orbital gap at 8.335 eV.

Geometry as XYZ:
```
109
Properties=species:S:1:pos:R:3:lowdin_charge:R:1
C 0.262 -0.429 -1.123 -0.0878
C 0.393 -0.048 0.359 -0.2425
C 1.842 0.241 0.812 -0.1686
C 2.621 -1.093 0.830 -0.1451
C 4.024 -1.007 1.437 -0.3585
C 5.145 -0.708 0.419 -0.1037
O 4.735 -0.959 -0.924 0.0275
C 5.191 -0.046 -1.802 -0.7452
F 6.512 0.112 -1.733 0.1862
F 4.646 1.158 -1.596 0.1733
F 4.872 -0.444 -3.013 0.2118
C 4.168 0.072 2.531 -0.1576
O 3.315 -0.172 3.612 -0.0778
C 3.834 -1.280 4.330 -0.1773
C 3.635 -2.534 3.436 -0.2396
P 4.162 -4.007 4.448 0.4881
O 3.167 -5.088 4.410 -0.2574
O 5.650 -4.397 4.002 -0.1566
O 4.329 -3.511 5.987 -0.1187
N 4.393 -2.335 2.147 -0.1601
P 4.216 -3.663 0.855 0.6801
O 3.231 -4.674 1.621 -0.3473
Br 6.230 -4.658 0.891 0.3806
H 0.698 0.311 -1.792 0.0788
H 0.721 -1.407 -1.285 0.0652
H -0.801 -0.536 -1.346 0.0681
H -0.228 0.814 0.609 0.0991
H -0.005 -0.870 0.962 0.1092
H 2.339 0.914 0.109 0.1208
H 1.761 0.676 1.808 0.1110
H 2.620 -1.489 -0.182 0.0967
H 2.020 -1.787 1.429 0.1174
H 6.061 -1.282 0.606 0.1363
H 5.435 0.339 0.537 0.1440
H 5.228 0.094 2.829 0.1480
H 3.932 1.051 2.115 0.1458
H 4.890 -1.127 4.576 0.1256
H 3.245 -1.355 5.238 0.1342
H 2.563 -2.649 3.295 0.1380
H 6.022 -4.928 4.723 0.1083
H 3.444 -3.553 6.371 0.0959
H 5.388 -2.287 2.392 0.1188
H 2.650 -5.065 0.931 0.0480
N -3.365 1.127 0.298 0.0438
C -3.111 2.321 -0.240 -0.1549
C -3.557 2.713 -1.492 -0.0669
C -4.309 1.817 -2.236 -0.0655
C -4.583 0.571 -1.695 -0.0621
C -4.093 0.280 -0.432 -0.1541
H -2.518 2.992 0.373 0.1036
H -3.321 3.697 -1.874 0.0976
H -4.678 2.084 -3.219 0.0824
H -5.167 -0.158 -2.239 0.1046
H -4.290 -0.683 0.030 0.0907
N 2.511 -7.114 0.618 0.0261
C 2.265 -7.651 1.816 -0.1310
C 1.865 -8.964 1.996 -0.0532
C 1.708 -9.764 0.875 -0.0618
C 1.958 -9.222 -0.376 -0.0601
C 2.357 -7.899 -0.451 -0.1370
H 2.400 -6.987 2.665 0.0930
H 1.681 -9.349 2.989 0.1086
H 1.395 -10.795 0.975 0.1119
H 1.848 -9.813 -1.274 0.1075
H 2.568 -7.436 -1.408 0.1075
N -6.069 3.345 -5.061 0.0446
C -6.980 3.191 -6.022 -0.1527
C -7.319 4.184 -6.928 -0.0677
C -6.680 5.410 -6.830 -0.0702
C -5.732 5.591 -5.836 -0.0675
C -5.465 4.532 -4.984 -0.1582
H -7.458 2.219 -6.061 0.1028
H -8.065 4.002 -7.689 0.1012
H -6.919 6.213 -7.518 0.0914
H -5.211 6.532 -5.724 0.1026
H -4.728 4.630 -4.193 0.0929
N 5.361 1.201 6.146 0.0451
C 5.215 2.514 5.962 -0.1525
C 4.925 3.406 6.980 -0.0630
C 4.775 2.911 8.265 -0.0669
C 4.921 1.550 8.479 -0.0650
C 5.214 0.744 7.391 -0.1581
H 5.338 2.860 4.941 0.1012
H 4.820 4.462 6.771 0.1062
H 4.547 3.576 9.088 0.1111
H 4.812 1.123 9.466 0.1054
H 5.341 -0.327 7.515 0.0997
N -3.581 0.039 4.475 0.0532
C -3.986 -0.716 5.497 -0.1612
C -4.440 -2.019 5.361 -0.0795
C -4.479 -2.571 4.091 -0.0866
C -4.064 -1.802 3.016 -0.0793
C -3.625 -0.507 3.258 -0.1528
H -3.942 -0.243 6.472 0.1011
H -4.755 -2.584 6.228 0.0998
H -4.828 -3.586 3.943 0.1039
H -4.081 -2.197 2.009 0.0886
H -3.291 0.130 2.445 0.0695
N -7.204 7.742 -9.933 0.0471
C -7.158 6.673 -10.729 -0.1615
C -6.268 6.533 -11.782 -0.0730
C -5.374 7.562 -12.028 -0.0797
C -5.407 8.683 -11.215 -0.0731
C -6.336 8.721 -10.186 -0.1555
H -7.877 5.893 -10.503 0.1007
H -6.276 5.641 -12.393 0.1017
H -4.664 7.493 -12.842 0.1061
H -4.729 9.510 -11.373 0.1017
H -6.394 9.579 -9.525 0.1028
```